(1)
Formula: C39H42GaN8OSTe
Source: the Open Molecules 2025 dataset
Level of theory: wB97M-V/def2-TZVPD

XYZ file:
```
93
Properties=species:S:1:pos:R:3
Ga -1.71 -0.91 -0.46
N -5.53 0.65 -0.04
C -4.48 -0.17 -0.24
S -3.26 0.49 -1.25
N -4.36 -1.34 0.32
N -3.15 -1.94 0.02
C -3.26 -2.77 -0.96
C -2.03 -3.23 -1.56
C -1.99 -4.33 -2.41
C -0.75 -4.66 -2.96
C 0.36 -3.87 -2.66
C 0.20 -2.79 -1.82
N -0.98 -2.45 -1.25
H -5.21 1.58 -0.28
H -5.86 0.56 0.90
H -4.23 -3.08 -1.38
H -2.88 -4.90 -2.63
H -0.66 -5.51 -3.63
H 1.33 -4.10 -3.09
H 1.03 -2.13 -1.56
N -1.57 -2.04 6.53
C -1.62 -1.64 7.84
C -1.54 -2.35 9.05
C -1.63 -1.60 10.22
C -1.79 -0.21 10.19
C -1.87 0.47 8.96
C -1.78 -0.27 7.78
N -1.83 0.15 6.47
C -1.71 -0.93 5.72
C -1.70 -0.96 4.26
C -1.56 -2.14 3.52
C -1.57 -2.06 2.13
N -1.71 -0.91 1.44
C -1.84 0.22 2.17
C -1.85 0.24 3.56
H -1.46 -2.99 6.22
H -1.41 -3.43 9.08
H -1.57 -2.10 11.19
H -1.86 0.35 11.11
H -2.00 1.55 8.93
H -1.45 -3.11 3.98
H -1.47 -2.95 1.52
H -1.95 1.14 1.60
H -1.96 1.19 4.08
C 2.27 -1.42 0.93
C 0.78 -1.37 0.75
O 0.05 -1.73 1.65
N 0.21 -0.91 -0.46
Te 1.32 -0.25 -2.08
C 2.48 0.29 -3.83
C 3.88 0.02 -3.88
C 4.64 -0.66 -2.77
C 4.61 0.37 -5.03
C 3.99 0.97 -6.12
C 4.78 1.34 -7.35
C 2.62 1.22 -6.08
C 1.86 0.89 -4.95
C 0.38 1.18 -4.97
C 0.87 1.79 -1.51
C 1.88 2.65 -1.02
C 3.32 2.24 -0.85
C 1.56 3.97 -0.65
C 0.25 4.44 -0.76
C -0.09 5.85 -0.37
C -0.75 3.59 -1.23
C -0.47 2.27 -1.60
C -1.63 1.44 -2.09
H 2.53 -1.81 1.93
H 2.70 -0.41 0.82
H 2.72 -2.09 0.16
H 4.02 -0.94 -1.90
H 5.44 0.02 -2.41
H 5.11 -1.59 -3.15
H 5.67 0.16 -5.06
H 5.85 1.08 -7.23
H 4.70 2.43 -7.52
H 4.38 0.80 -8.23
H 2.14 1.68 -6.94
H 0.06 1.62 -5.94
H 0.14 1.91 -4.19
H -0.19 0.24 -4.82
H 3.51 1.20 -1.12
H 3.61 2.37 0.22
H 3.97 2.89 -1.48
H 2.33 4.63 -0.28
H 0.80 6.41 -0.01
H -0.85 5.84 0.45
H -0.52 6.39 -1.24
H -1.77 3.96 -1.30
H -2.09 1.93 -2.97
H -2.39 1.37 -1.28
H -1.36 0.41 -2.38
H -1.21 0.62 -0.46
```

Kohn-Sham gap (spin up / spin down), Ha: 0.188 / 0.180
2S+1: 2
LUMO energy (spin up / spin down), eV: -1.47 / -1.48
⟨S²⟩: 0.76



(2)
Formula: C6H9BrClNO
Source: the Open Molecules 2025 dataset
Level of theory: wB97M-V/def2-TZVPD

XYZ file:
```
19
Properties=species:S:1:pos:R:3
C 0.75 0.03 -0.61
C 1.64 -1.92 -1.73
C 0.69 -1.28 -0.78
C -1.50 1.71 -0.59
C -0.61 0.28 2.70
C -0.55 1.13 0.47
N 1.35 -2.80 -2.61
O -1.27 0.53 1.43
Cl 0.60 2.29 1.11
Br -0.68 -2.34 -0.14
H 1.56 0.56 -0.88
H 2.57 -1.37 -1.70
H -1.52 1.01 -1.49
H -1.24 2.70 -0.92
H -2.56 1.78 -0.10
H 0.17 -0.47 2.62
H -1.39 -0.08 3.40
H -0.14 1.26 3.08
H 2.15 -3.04 -3.29
```

Kohn-Sham gap, Ha: 0.360
Relative energy (zero: lowest compared OMol25 entry of this formula, charge and spin), kcal/mol: 56.5
2S+1: 1
LUMO energy, eV: 0.59



(3)
Formula: C38H35CeClN2Si2
Source: the Open Molecules 2025 dataset
Level of theory: wB97M-V/def2-TZVPD

XYZ file:
```
79
Properties=species:S:1:pos:R:3
C -1.66 -1.72 3.69
C -2.31 -1.32 2.48
C -2.26 -2.43 1.58
H -2.81 -0.36 2.31
C -1.55 -3.49 2.21
C -1.18 -3.05 3.52
H -0.67 -3.66 4.28
H -1.61 -1.14 4.62
H -2.74 -2.48 0.60
H -1.34 -4.47 1.78
Ce 0.25 -1.65 1.87
Si 1.33 2.67 -0.43
C 0.06 3.73 -1.27
C 0.31 4.25 -2.54
H 1.30 4.10 -3.00
C -0.69 4.93 -3.24
H -0.49 5.30 -4.25
C -1.95 5.10 -2.67
H -2.75 5.59 -3.23
C -2.19 4.64 -1.37
H -3.17 4.79 -0.91
C -1.18 3.99 -0.65
H -1.35 3.70 0.39
C 0.77 0.87 -0.56
C -0.54 0.47 -0.29
H -1.29 1.21 0.02
C -0.98 -0.84 -0.68
H -2.05 -1.04 -0.79
C -0.06 -1.97 -0.54
H -0.38 -3.01 -0.43
C 1.35 -1.57 -0.65
H 2.13 -2.33 -0.65
C 1.60 -0.20 -1.08
H 2.56 0.06 -1.52
H 1.23 2.98 1.02
Si 0.23 -1.14 -2.14
C 0.42 -2.58 -3.40
C -0.50 -2.72 -4.44
H -1.31 -1.99 -4.56
C -0.38 -3.77 -5.36
H -1.10 -3.86 -6.18
C 0.67 -4.69 -5.24
H 0.76 -5.51 -5.95
C 1.59 -4.55 -4.19
H 2.41 -5.26 -4.09
C 1.47 -3.50 -3.28
H 2.21 -3.40 -2.48
C -0.26 0.22 -3.42
C -1.53 0.82 -3.43
H -2.30 0.52 -2.72
C -1.82 1.81 -4.38
H -2.80 2.28 -4.37
C -0.85 2.22 -5.30
H -1.08 3.00 -6.02
C 0.42 1.64 -5.27
H 1.19 1.97 -5.97
C 0.71 0.64 -4.33
H 1.71 0.19 -4.32
H 2.61 3.08 -0.85
Cl 1.75 -3.73 1.75
N 0.09 0.86 2.74
C 0.53 1.13 4.09
C 0.36 2.38 4.66
C 0.71 2.58 6.01
C 1.23 1.54 6.77
C 1.43 0.25 6.21
C 1.89 -0.85 6.96
C 2.00 -2.09 6.36
C 1.67 -2.22 5.00
N 1.22 -1.19 4.25
C 1.10 0.05 4.83
H -0.91 1.08 2.64
H 0.54 1.50 2.07
H -0.06 3.19 4.07
H 0.56 3.56 6.46
H 1.48 1.69 7.82
H 2.14 -0.70 8.01
H 2.33 -2.98 6.89
H 1.77 -3.18 4.48
```

Kohn-Sham gap (spin up / spin down), Ha: 0.220 / 0.218
Net charge: +1
Relative energy (zero: lowest compared OMol25 entry of this formula, charge and spin), kcal/mol: 0.0
2S+1: 2
LUMO energy (spin up / spin down), eV: -3.87 / -3.91
⟨S²⟩: 0.76



(4)
Formula: C17H34FO7P2S3
Source: the Open Molecules 2025 dataset
Level of theory: wB97M-V/def2-TZVPD

XYZ file:
```
64
Properties=species:S:1:pos:R:3
C -4.87 1.76 -0.40
C -3.69 1.17 -1.17
F -3.19 2.10 -2.05
P -2.30 0.59 -0.07
S -2.87 -1.33 0.57
C -2.24 1.62 1.47
O -0.95 2.08 1.80
C -0.94 3.49 1.83
C -1.10 4.17 0.66
C -1.06 5.53 0.60
C -0.86 6.22 1.78
C -0.74 5.53 2.95
C -0.77 4.17 3.00
P -0.49 0.47 -1.25
C 0.82 1.65 -0.77
C 0.14 -1.25 -1.41
H -5.83 1.40 -0.77
H -4.82 1.60 0.68
H -4.86 2.84 -0.56
H -4.00 0.29 -1.73
H -2.80 -2.06 -0.57
H -2.97 2.44 1.43
H -2.59 0.98 2.29
H -1.26 3.61 -0.26
H -1.17 6.01 -0.36
H -0.81 7.31 1.74
H -0.61 6.12 3.86
H -0.67 3.63 3.94
H 1.71 1.33 -1.32
H 0.62 2.66 -1.11
H 1.10 1.63 0.28
H -0.56 -1.99 -1.03
H 1.10 -1.35 -0.90
H 0.26 -1.43 -2.48
O -0.17 -2.58 2.70
S 0.61 -1.88 3.67
O 1.95 -2.28 3.97
O -0.22 -1.76 5.02
C -0.70 -2.98 5.63
C 0.40 -3.77 6.31
C 0.62 -0.16 3.28
H -1.22 -3.58 4.88
H -1.44 -2.67 6.37
H 1.12 -4.15 5.58
H -0.02 -4.63 6.84
H 0.94 -3.15 7.01
H -0.39 0.15 3.07
H 1.24 -0.03 2.39
H 1.05 0.40 4.11
O 2.11 -1.77 -3.95
S 2.30 -2.84 -4.88
O 2.74 -4.13 -4.44
O 3.23 -2.35 -6.06
C 4.53 -1.81 -5.73
C 5.52 -2.88 -5.33
C 0.83 -3.05 -5.84
H 4.43 -1.05 -4.95
H 4.88 -1.30 -6.63
H 5.22 -3.36 -4.40
H 6.51 -2.45 -5.19
H 5.57 -3.66 -6.09
H 0.50 -2.08 -6.20
H 0.08 -3.48 -5.18
H 1.04 -3.73 -6.66
```

Kohn-Sham gap, Ha: 0.313
Net charge: +1
2S+1: 1
LUMO energy, eV: -3.26



| no. | F_max (eV/Å) | DFT total energy (hartree) |
| --- | --- | --- |
| 1 | 12.1 | -4615.0247 |
| 2 | 6.1 | -3398.0926 |
| 3 | 8.0 | -3092.6197 |
| 4 | 1.8 | -3171.6723 |